Formula: H30O15
Source: the Open Molecules 2025 dataset
Level of theory: ωB97M-V/def2-TZVPD

Calculated values
- E_HOMO: -10.66 eV
- Multiplicity: 1
- Energy above the lowest of the compared OMol25 structures with the same formula, charge and spin: 5.4365 eV
- Molar mass: 270.22 g/mol
- Kohn-Sham gap: 0.351 Ha
- DFT total energy: -1146.44028 Ha

Last column: Mulliken charge in e.
CARTESIAN COORDINATES (ANGSTROEM)
H 0.274566 -0.454628 1.066127  0.28
H -0.313739 -0.711470 -0.390243  0.24
H 0.871866 0.580546 -3.324624  0.29
H 1.594189 -0.134585 -4.538838  0.37
H -0.379846 -0.687787 -6.204825  0.31
H -0.214911 -0.092944 -4.845876  0.32
H 0.889414 4.078298 1.437619  0.31
H -0.353397 3.526848 1.977283  0.44
H -0.816483 -2.928283 1.278653  0.27
H -1.241337 -4.417483 1.049420  0.30
H 2.760910 -2.928757 -1.407879  0.30
H 3.587057 -1.825251 -2.122086  0.31
H 1.912968 2.862962 -1.204186  0.28
H 3.220523 3.446505 -1.634582  0.31
H -3.116627 -0.317046 0.488967  0.32
H -2.617371 0.440010 1.851676  0.31
H -0.065378 1.764615 2.165368  0.38
H 0.403765 1.517228 3.654239  0.21
H 0.312074 3.182691 -1.122349  0.26
H -0.572784 3.811971 -0.154822  0.37
H -2.269072 -2.819495 -2.859600  0.32
H -2.218560 -3.028209 -1.475037  0.26
H 3.796917 1.583653 2.666807  0.30
H 5.234584 1.956000 2.981963  0.30
H -4.174161 -0.483711 3.711029  0.34
H -3.077599 -0.898167 2.767777  0.25
H -0.042650 -3.044300 -2.417955  0.19
H -0.255775 -4.176899 -1.348721  0.36
H -0.769433 -0.662010 4.668640  0.31
H -1.095713 0.778863 4.505651  0.30
O 0.037598 -0.020556 0.285204  -0.52
O 1.500531 -0.025195 -3.568229  -0.65
O -0.032415 0.075418 -5.820224  -0.64
O -0.003426 4.259077 1.438971  -0.68
O -0.892139 -3.670099 0.552942  -0.59
O 3.545227 -2.770199 -1.830532  -0.61
O 2.338499 3.648333 -1.251643  -0.61
O -3.350531 0.320021 1.268919  -0.61
O 0.316814 2.213391 2.905673  -0.74
O -0.502016 3.023384 -0.683132  -0.58
O -2.867027 -3.072787 -2.204251  -0.59
O 4.691559 1.303736 2.682880  -0.60
O -3.664489 -1.296047 3.512567  -0.63
O 0.273497 -3.897315 -2.146095  -0.54
O -1.549683 -0.081059 4.704501  -0.55

Cartesian forces (eV/Å) of the 6 atoms listed first:
H 0.670 -1.485 1.584
H 1.083 1.716 2.045
H -2.206 2.548 0.387
H -0.379 0.624 0.877
H -0.889 -1.936 -1.376
H 0.183 0.438 -1.864